{
  "formula": "C11H7BrHgIN2O2",
  "method": "ωB97M-V/def2-TZVPD",
  "homo_lumo_gap_ev": [9.1, 7.1],
  "lumo_energy_ev": [0.3607, -2.1538],
  "multiplicity": 2,
  "symbols": ["Hg", "Br", "C", "C", "C", "C", "C", "N", "C", "O", "O", "H", "H", "H", "I", "C", "C", "C", "C", "C", "N", "H", "H", "H", "H"],
  "xyz": [[-0.09, -1.46, -2.76], [-1.87, 1.81, -2.26], [-0.07, 1.92, -1.69], [0.48, 3.10, -1.25], [1.83, 3.09, -0.87], [2.56, 1.91, -0.93], [1.88, 0.78, -1.36], [0.64, 0.81, -1.73], [2.57, -0.64, -1.39], [3.71, -0.63, -0.95], [1.83, -1.57, -1.88], [-0.12, 4.00, -1.20], [2.30, 4.00, -0.53], [3.60, 1.84, -0.65], [1.00, 0.34, 2.05], [-0.65, -0.92, 1.76], [-1.41, -1.29, 2.87], [-2.51, -2.10, 2.66], [-2.79, -2.54, 1.37], [-1.95, -2.14, 0.35], [-0.90, -1.33, 0.53], [-1.15, -0.93, 3.86], [-3.13, -2.39, 3.49], [-3.63, -3.18, 1.17], [-2.11, -2.48, -0.67]]
}

***

{
  "formula": "C11H7F6N3O5PtS2",
  "method": "ωB97M-V/def2-TZVPD",
  "homo_lumo_gap_ev": 6.9,
  "lumo_energy_ev": -1.2803,
  "de_lowest_ev": 0.869,
  "symbols": ["Pt", "O", "C", "C", "C", "C", "C", "C", "C", "N", "C", "C", "N", "H", "H", "H", "H", "H", "H", "H", "F", "C", "F", "F", "S", "O", "O", "N", "S", "O", "O", "C", "F", "F", "F"],
  "xyz": [[0.00, 0.44, 0.34], [0.65, -0.44, -1.46], [1.15, 0.05, -2.55], [1.34, -0.85, -3.63], [1.92, -0.46, -4.81], [2.33, 0.86, -4.99], [2.14, 1.76, -3.98], [1.55, 1.39, -2.76], [1.35, 2.37, -1.72], [0.81, 2.18, -0.52], [0.80, 3.39, 0.14], [1.34, 4.33, -0.67], [1.68, 3.68, -1.83], [1.02, -1.87, -3.47], [2.05, -1.18, -5.61], [2.79, 1.17, -5.92], [2.47, 2.78, -4.13], [0.40, 3.49, 1.13], [1.50, 5.38, -0.52], [2.10, 4.10, -2.63], [-4.34, 1.71, 1.08], [-3.10, 1.91, 1.50], [-3.11, 2.76, 2.51], [-2.39, 2.46, 0.50], [-2.30, 0.30, 1.99], [-2.15, -0.45, 0.77], [-3.10, -0.27, 3.01], [-0.89, 0.92, 2.47], [0.07, -0.21, 3.12], [0.46, -1.17, 2.12], [-0.30, -0.68, 4.40], [1.58, 0.87, 3.39], [1.26, 1.97, 4.07], [2.09, 1.26, 2.22], [2.51, 0.21, 4.05]]
}

***

{
  "formula": "C11H7LuNO5",
  "method": "ωB97M-V/def2-TZVPD",
  "homo_lumo_gap_ev": 4.1,
  "lumo_energy_ev": -14.6386,
  "charge": 3,
  "symbols": ["O", "C", "Lu", "O", "C", "C", "O", "C", "O", "C", "O", "N", "C", "C", "C", "C", "C", "C", "H", "H", "H", "H", "H", "H", "H"],
  "xyz": [[2.28, -3.91, -2.49], [2.17, -2.90, -1.93], [1.80, -0.91, -0.81], [5.09, 0.23, -0.87], [3.97, -0.07, -0.80], [1.75, 1.38, 0.42], [1.65, 2.38, 0.97], [2.33, -1.38, 1.31], [2.50, -1.81, 2.37], [1.57, 0.60, -2.43], [1.34, 1.23, -3.37], [-0.40, -1.09, -0.43], [-1.28, -0.11, 0.19], [-1.19, 0.08, 1.55], [-2.13, 0.94, 2.14], [-3.08, 1.57, 1.35], [-3.11, 1.38, -0.03], [-2.17, 0.53, -0.64], [-0.17, -1.92, 0.12], [-0.56, -1.31, -1.41], [-0.42, -0.43, 2.15], [-2.11, 1.09, 3.23], [-3.82, 2.23, 1.81], [-3.86, 1.87, -0.66], [-2.17, 0.35, -1.73]]
}

***

| no. | electronic energy (eV) | strongest force on any atom (eV Å⁻¹) |
| --- | --- | --- |
| 1 | -100912.5811 | 2.2 |
| 2 | -67447.9759 | 3.8 |
| 3 | -56834.8310 | 9.0 |